No. 1
The following is a quantum chemistry calculation of a single C4H8P2 molecule in a non-equilibrium geometry, from the Open Molecules 2025 dataset.

Calculated values
- E: -22851.8340 eV
- HOMO energy: -9.0 eV
- Frontier orbital gap: 9.1 eV
- Multiplicity: 1
- Energy relative to the best compared isomer or geometry (same formula, charge and spin): 252.23 kJ/mol

The geometry in XYZ format:
```
14
Properties=species:S:1:pos:R:3:forces:R:3:mulliken_charge:R:1
C -1.058 -0.045 1.459 1.2 -1.7 -2.7 -0.123
C 0.646 0.449 -0.677 -0.3 0.2 0.5 0.636
C 0.881 -0.525 -1.825 1.2 1.4 -0.8 -1.216
C 0.385 -0.237 0.636 -2.4 -2.2 1.9 -1.086
P -2.383 -1.024 1.044 1.6 0.9 -0.3 -0.115
P 0.811 2.117 -0.756 0.1 -0.1 -1.7 -0.083
H -1.029 0.571 2.327 -0.1 0.8 0.3 0.350
H -0.015 -1.081 -2.098 0.2 -0.3 0.3 0.285
H 1.271 -0.064 -2.755 -0.7 0.4 0.4 0.382
H 1.777 -1.117 -1.613 -0.6 -0.7 0.5 0.334
H 0.377 -1.417 0.480 0.6 2.4 0.5 0.309
H 1.107 0.134 1.381 0.1 -0.8 -0.4 0.361
H -3.238 -0.327 1.873 -0.7 0.1 0.7 0.001
H 0.469 2.568 0.525 -0.1 -0.5 0.7 -0.035
```
Positions in Å, forces in eV/Å.

---

No. 2
The following is a quantum chemistry calculation of a molecular structure, ClN3O13Rb in a non-equilibrium geometry, from the Open Molecules 2025 dataset.

Calculated values
- Total charge: -3
- E: -44248.1742 eV
- HOMO energy: -0.2 eV
- Frontier orbital gap: 6.8 eV
- Multiplicity: 1
- Energy relative to the best compared isomer or geometry (same formula, charge and spin): 65.67 kJ/mol

The geometry in XYZ format:
```
18
Properties=species:S:1:pos:R:3:forces:R:3:mulliken_charge:R:1
Rb 0.295 0.421 0.016 -0.2 -0.1 0.1 0.989
Cl 0.500 -3.657 -0.279 -1.6 2.7 4.9 1.693
O 1.613 -4.131 0.426 2.5 -1.4 1.4 -0.672
O 0.226 -4.502 -1.325 -2.1 -3.6 -3.1 -0.645
O -0.568 -3.419 0.724 0.2 -1.4 -1.5 -0.702
O 0.771 -2.403 -0.817 1.0 3.6 -1.7 -0.659
N 2.949 1.319 -2.870 6.4 1.5 -1.7 0.950
O 1.992 1.095 -2.267 -7.4 -1.4 1.8 -0.575
O 3.071 1.528 -4.097 -1.4 -0.2 -0.9 -0.692
O 3.989 1.395 -2.201 2.5 0.2 0.8 -0.694
N -0.369 0.898 3.589 -1.2 -0.8 1.5 1.024
O 0.376 -0.065 3.502 1.6 -1.9 1.5 -0.682
O -0.985 1.208 4.663 0.9 -0.2 -0.5 -0.709
O -0.575 1.478 2.558 -1.1 3.0 -2.2 -0.617
N -3.321 2.253 -0.333 0.1 -1.3 -2.7 0.893
O -2.217 1.772 -0.229 4.4 0.5 1.0 -0.549
O -4.204 1.446 -0.280 -4.7 -2.1 1.3 -0.663
O -3.545 3.365 -0.781 0.2 3.0 0.2 -0.689
```
Positions in Å, forces in eV/Å.

---

No. 3
The following is a quantum chemistry calculation of a single C5H9NO molecule, from the Open Molecules 2025 dataset.

Calculated values
- E: -8866.9149 eV
- HOMO energy: -8.2 eV
- Frontier orbital gap: 9.2 eV
- Multiplicity: 1
- Energy relative to the best compared isomer or geometry (same formula, charge and spin): 221.69 kJ/mol

The geometry in XYZ format:
```
16
Properties=species:S:1:pos:R:3:forces:R:3:mulliken_charge:R:1
C -1.587 -0.176 1.357 -0.1 0.1 0.5 -0.732
C -0.405 -0.361 -0.711 -0.2 -0.4 -0.2 0.511
C 0.761 0.368 -0.153 0.0 0.4 0.1 0.731
N 1.950 -0.344 -0.185 0.1 -0.1 0.0 -0.535
C -0.321 -0.990 -1.881 -0.1 0.1 0.2 -0.946
C 0.688 1.644 0.233 0.0 -0.1 0.0 -1.173
O -1.599 -0.372 -0.039 0.2 0.2 -0.5 -0.414
H 2.711 0.058 0.339 0.0 -0.1 0.0 0.205
H 1.874 -1.346 -0.116 0.0 0.1 0.0 0.253
H -2.575 -0.477 1.703 0.1 0.0 0.0 0.249
H -1.413 0.870 1.624 0.0 -0.2 0.0 0.300
H -0.828 -0.796 1.846 -0.1 0.0 0.0 0.328
H -1.169 -1.506 -2.292 -0.2 -0.1 0.0 0.320
H 0.581 -0.949 -2.460 0.2 0.1 -0.1 0.322
H 1.551 2.167 0.606 0.2 0.1 0.1 0.241
H -0.218 2.210 0.130 -0.2 0.0 0.0 0.341
```
Positions in Å, forces in eV/Å.

---

No. 4
The following is a quantum chemistry calculation of a molecular structure, C14H17ClNO4PPdS3 in a non-equilibrium geometry, from the Open Molecules 2025 dataset.

Calculated values
- Total charge: +1
- E: -82267.2468 eV
- HOMO energy (alpha / beta): -11.7 / -11.8 eV
- Frontier orbital gap (alpha / beta): 7.2 / 6.0 eV
- Multiplicity: 2
- Energy relative to the best compared isomer or geometry (same formula, charge and spin): 21.74 kJ/mol

The geometry in XYZ format:
```
42
Properties=species:S:1:pos:R:3:forces:R:3:mulliken_charge:R:1
Pd 0.072 1.464 0.826 -0.3 -0.5 -0.9 0.048
C 3.160 -0.500 6.448 0.0 0.0 0.0 -1.212
C 2.199 0.397 5.716 0.0 0.0 0.0 -0.210
O 2.139 -0.058 4.322 0.0 0.0 0.0 -0.214
P 1.624 0.874 3.178 0.1 0.1 0.1 1.276
S 1.671 -0.134 1.444 0.1 0.1 0.1 -0.318
S -0.273 1.497 3.374 0.0 0.2 0.1 -0.246
O 2.508 2.171 3.138 0.0 0.0 0.1 -0.333
C 3.829 2.255 2.520 0.0 0.0 0.0 -0.281
C 4.863 1.450 3.269 0.0 0.0 0.0 -1.081
H 3.180 -0.220 7.502 0.0 0.0 0.0 0.388
H 4.167 -0.406 6.046 0.0 0.0 0.0 0.293
H 2.845 -1.540 6.374 0.0 0.0 0.0 0.310
H 2.522 1.439 5.726 0.0 0.0 0.0 0.335
H 1.188 0.329 6.116 0.0 0.0 0.0 0.376
H 4.050 3.319 2.539 0.0 0.0 0.0 0.325
H 3.727 1.935 1.484 0.0 0.0 0.0 0.327
H 4.928 1.768 4.309 0.0 0.0 0.0 0.263
H 5.837 1.609 2.805 0.0 0.0 0.0 0.432
H 4.646 0.382 3.236 0.0 0.0 0.0 0.268
S -2.798 -1.868 -0.044 0.0 0.0 0.0 -0.069
C -3.592 -0.523 0.650 0.0 0.0 0.0 -0.283
C -2.691 0.417 1.013 0.0 0.0 0.0 -0.588
N -1.391 0.063 0.741 0.1 0.0 -0.1 0.324
C -1.305 -1.113 0.170 0.0 -0.1 0.2 -0.036
H -4.662 -0.491 0.759 0.0 0.0 0.0 0.431
H -2.901 1.369 1.474 0.0 0.0 0.0 0.400
H -0.369 -1.570 -0.111 0.0 0.0 0.0 0.325
Cl -0.366 9.302 -1.951 0.0 0.0 0.0 -0.175
C -0.250 7.658 -1.446 0.0 0.0 0.0 0.422
C -1.380 6.851 -1.496 0.0 0.0 0.0 -0.730
C -1.285 5.535 -1.088 0.0 0.0 0.0 -0.243
C -0.066 5.037 -0.631 0.0 0.0 -0.1 0.060
C 1.062 5.854 -0.590 0.0 0.0 0.0 -0.311
C 0.973 7.171 -0.999 0.0 0.0 0.0 -0.727
C 0.028 3.651 -0.184 0.0 0.0 -0.1 1.411
O 1.111 3.161 0.291 -0.1 -0.1 0.3 -0.743
O -0.981 2.853 -0.226 0.1 0.4 0.4 -0.868
H -2.315 7.259 -1.851 0.0 0.0 0.0 0.418
H -2.150 4.888 -1.119 0.0 0.0 0.0 0.403
H 2.001 5.452 -0.238 0.0 0.0 0.0 0.415
H 1.834 7.822 -0.977 0.0 0.0 0.0 0.418
```
Positions in Å, forces in eV/Å.

---

No. 5
The following is a quantum chemistry calculation of a single C6H12O molecule, from the Open Molecules 2025 dataset.

Calculated values
- E: -8463.9069 eV
- HOMO energy: -9.5 eV
- Frontier orbital gap: 10.6 eV
- Multiplicity: 1
- Energy relative to the best compared isomer or geometry (same formula, charge and spin): 43.13 kJ/mol

The geometry in XYZ format:
```
19
Properties=species:S:1:pos:R:3:forces:R:3:mulliken_charge:R:1
C -2.348 -0.800 -0.735 -0.1 0.0 0.0 -1.182
C -0.937 -0.555 -1.262 0.1 0.0 0.0 -0.550
C 0.108 -0.490 -0.150 0.1 -0.1 -0.2 0.294
C 1.369 0.302 -0.488 0.0 0.0 -0.1 -0.766
C 1.884 0.671 0.902 0.1 0.0 0.1 -0.564
C 0.575 0.900 1.672 0.2 0.2 0.2 -0.487
O -0.438 0.179 0.985 -0.1 0.0 0.0 -0.397
H -2.404 -1.724 -0.150 0.0 0.1 -0.1 0.298
H -2.643 0.024 -0.081 0.0 -0.1 -0.1 0.300
H -3.068 -0.868 -1.557 0.1 0.0 0.1 0.379
H -0.644 -1.348 -1.963 0.0 0.1 0.1 0.315
H -0.919 0.385 -1.829 0.0 -0.1 0.1 0.289
H 0.386 -1.518 0.146 -0.1 0.1 0.0 0.222
H 2.084 -0.264 -1.092 -0.1 0.1 0.1 0.382
H 1.087 1.207 -1.041 0.0 -0.1 0.1 0.331
H 2.533 1.553 0.911 -0.1 -0.1 0.0 0.331
H 2.444 -0.166 1.335 -0.1 0.1 -0.1 0.275
H 0.636 0.551 2.711 0.0 0.0 -0.2 0.249
H 0.295 1.961 1.686 0.1 -0.1 0.0 0.282
```
Positions in Å, forces in eV/Å.

---

No. 6
The following is a quantum chemistry calculation of a single C6H8BrClN2O2S molecule in a non-equilibrium geometry, from the Open Molecules 2025 dataset.

Calculated values
- E: -106822.8888 eV
- HOMO energy: -8.4 eV
- Frontier orbital gap: 8.9 eV
- Multiplicity: 1
- Energy relative to the best compared isomer or geometry (same formula, charge and spin): 0.00 kJ/mol

The geometry in XYZ format:
```
21
Properties=species:S:1:pos:R:3:forces:R:3:mulliken_charge:R:1
C -0.962 0.933 1.162 -2.0 -1.1 -0.1 -0.324
C -1.383 0.228 0.100 2.0 1.0 -1.6 -0.031
C -0.605 0.033 -1.313 -3.0 -1.7 1.0 -0.899
C 1.116 2.098 2.161 0.3 3.7 2.0 -0.580
C 0.212 -1.228 -1.293 1.3 -1.2 -0.3 -0.566
C 1.414 1.893 0.755 -1.0 -0.5 -0.8 0.416
N 0.172 1.667 1.207 -0.4 0.6 -0.8 -0.005
N 1.981 1.966 -0.358 2.7 0.1 0.3 -0.601
O -1.909 -2.996 -1.541 0.1 0.7 -0.2 -0.490
O -0.824 -2.756 0.642 0.4 -0.1 0.9 -0.451
S -0.751 -2.679 -0.767 0.3 -0.8 -1.1 1.028
Cl 0.589 -4.056 -1.508 0.4 -0.4 0.4 -0.291
Br -3.057 -0.631 0.075 -0.4 0.5 0.5 -0.055
H -1.614 0.945 2.059 0.7 0.2 -0.5 0.313
H -1.510 -0.256 -1.906 1.0 0.6 -0.3 0.407
H -0.019 0.737 -1.878 0.0 1.1 0.7 0.442
H 1.296 1.427 2.952 0.9 -0.9 0.8 0.309
H 1.074 3.227 2.540 -0.2 -2.3 -0.7 0.177
H 0.657 -1.554 -2.268 -0.9 0.6 0.4 0.567
H 1.126 -1.216 -0.659 -0.9 0.1 0.2 0.369
H 2.997 2.216 -0.163 -1.5 -0.2 -0.6 0.263
```
Positions in Å, forces in eV/Å.